Entry from OMol25: C7H7NOS in the gas phase at a distorted geometry (wB97M-V/def2-TZVPD).

Summary:
**Molecular weight**: 153.2 g/mol
**HOMO level (spin up / spin down)**: -8.2 / -8.3 eV
**Energy relative to the best compared isomer or geometry (same formula, charge and spin)**: 60.93 kcal per mole
**Max |F|**: 0.07858 Eh/bohr
**LUMO (spin up / spin down)**: -1.37 / -1.04 eV

CARTESIAN COORDINATES (ANGSTROEM)
C (-1.356, -1.537, -0.066)
C (-0.410, -2.525, 0.015)
C (-1.142, -0.214, 0.023)
C (0.868, -2.044, 0.181)
C (0.155, 0.392, 0.142)
C (1.201, -0.623, 0.093)
C (-0.440, 2.717, -0.050)
N (0.501, 1.657, 0.209)
O (3.034, 1.270, -0.278)
S (2.906, -0.183, -0.024)
H (-2.414, -1.832, 0.119)
H (-0.620, -3.585, 0.177)
H (-1.984, 0.471, -0.116)
H (1.601, -2.706, 0.013)
H (-1.360, 2.221, -0.592)
H (-0.716, 3.219, 0.910)
H (0.177, 3.301, -0.758)

natural (NBO) atomic charge list, values in e, 2 entries: number 1, C, carries -0.209; number 2, C, carries -0.200